# 1
Computed, not measured: C25H39IrO as an isolated structure, with ωB97M-V/def2-TZVPD.

XYZ file:
```
66
Properties=species:S:1:pos:R:3
C -1.99100 0.92627 1.08007
C -1.61968 1.47440 -0.19847
C -0.78760 2.61579 0.02876
C -0.62483 2.78372 1.44848
C -1.38895 1.73438 2.11146
Ir 0.21664 0.85653 1.08417
C 3.34707 -0.19640 1.21447
C 1.93713 -0.64456 1.36564
H 1.65312 -1.50705 0.74530
C 1.08371 -0.25981 2.46044
H 1.55097 0.29530 3.26293
H 0.39890 -1.05780 2.70519
C 4.05326 -0.98364 0.06642
H 3.28755 -1.62488 -0.38673
H 4.29666 -0.23109 -0.69052
H 4.95668 -1.57865 0.25925
C 3.38439 1.27880 0.96859
H 2.29744 1.58774 0.87119
H 3.86779 1.95368 1.68737
H 3.80569 1.43323 -0.04131
C -2.14727 0.98967 -1.49188
H -2.06439 -0.10184 -1.56258
H -3.20616 1.25668 -1.62711
H -1.57334 1.39531 -2.34417
C -0.29450 3.54140 -1.03202
H 0.13753 2.96837 -1.86284
H -1.11881 4.14718 -1.43600
H 0.46181 4.21835 -0.62763
C 0.07162 3.88421 2.15594
H 0.50023 4.58449 1.43064
H -0.62113 4.43042 2.81221
H 0.87935 3.48055 2.78092
C -1.55370 1.59068 3.57923
H -0.58815 1.72329 4.08246
H -2.25285 2.33982 3.97445
H -1.94037 0.59319 3.81431
C -2.95445 -0.19411 1.26121
H -3.07530 -0.42878 2.32343
H -3.93514 0.06697 0.84046
H -2.57941 -1.08381 0.73837
C -0.28783 0.27245 -3.84254
C 1.09665 0.39674 -3.21273
C -0.58182 0.49838 -5.14585
C 1.78194 1.42569 -3.92648
H 1.72601 0.03408 -2.39589
C 0.32675 1.35267 -5.87193
H -1.51649 0.10122 -5.65374
C 1.45681 1.86722 -5.20811
H 2.68377 1.77601 -3.38885
H 0.08992 1.58744 -6.89941
H 2.13101 2.56025 -5.70739
C -2.73872 -3.85627 1.77540
C -1.33588 -3.29078 1.88179
O -0.79365 -2.83764 0.62645
C -0.45681 -3.87631 -0.30991
C 0.62247 -4.82710 0.17927
H -3.42226 -3.15705 1.28013
H -3.11660 -4.04206 2.78590
H -2.74618 -4.80905 1.23365
H -1.33742 -2.39020 2.51225
H -0.65697 -4.03620 2.32732
H -1.36951 -4.44475 -0.56010
H -0.11538 -3.33154 -1.20005
H 0.26608 -5.45266 1.00458
H 0.90532 -5.49227 -0.64091
H 1.51824 -4.28623 0.50505
```

Output
**ΔE to the lowest compared entry with this formula, charge and spin**: 0.00 kJ/mol
**Net charge**: +1
**⟨S²⟩**: 8.772
**Spin multiplicity**: 6


# 2
Computed, not measured: C25H40Br39O5P as an isolated structure, with ωB97M-V/def2-TZVPD.

XYZ file:
```
110
Properties=species:S:1:pos:R:3
C -3.36002 -5.34356 -4.65781
O -2.61360 -4.23544 -4.03394
C -1.41613 -4.75729 -3.29506
C -0.78628 -3.44541 -2.50749
C 0.64925 -3.75788 -1.74776
C 0.88064 -2.70627 -0.46770
C -0.12985 -3.21914 0.71578
C -0.42751 -2.13201 1.90408
C -0.42615 -0.56207 1.43504
C -1.37571 0.37864 2.43302
C -2.86986 0.67680 1.82813
C -3.00476 2.06465 0.96196
C -2.02099 2.09882 -0.38942
O -0.79398 2.79628 0.02552
P 0.48232 2.65320 -1.15265
O 0.19379 1.63708 -2.32962
O 0.83127 4.20653 -1.90657
O 1.96132 2.19288 -0.28457
H -4.42269 -4.94512 -4.98782
H -2.76574 -5.73059 -5.61279
H -3.56375 -6.21066 -3.87884
H -1.76566 -5.61975 -2.54823
H -0.68941 -5.17821 -4.14000
H -0.62915 -2.57336 -3.28452
H -1.62837 -3.07793 -1.76258
H 1.49685 -3.56258 -2.54809
H 0.76497 -4.88840 -1.41272
H 0.64974 -1.64352 -0.89904
H 1.99381 -2.86484 -0.12649
H -1.13523 -3.65439 0.28471
H 0.41552 -4.14290 1.23958
H -1.52901 -2.36564 2.30091
H 0.28721 -2.34575 2.80560
H -0.68444 -0.40938 0.30417
H 0.68123 -0.15385 1.59107
H -0.78384 1.32271 2.79115
H -1.53783 -0.29387 3.40621
H -3.30563 -0.27289 1.25182
H -3.59177 0.80704 2.76997
H -4.12592 2.15964 0.60926
H -2.76607 3.02659 1.60896
H -2.63508 2.70606 -1.21037
H -1.85962 1.02932 -0.83605
H 1.55512 4.63273 -1.32925
H 2.31184 1.34624 -0.71741
C -5.06408 -6.74259 -8.03608
Br -3.41258 -7.04352 -9.01892
Br -5.21041 -7.91457 -6.49029
Br -5.28664 -4.87225 -7.54996
H -5.88836 -6.99802 -8.71013
C 5.34957 1.54273 0.33573
Br 6.39436 2.58905 1.59970
Br 5.94912 1.81031 -1.49549
Br 5.30842 -0.34191 0.81576
H 4.31933 1.90949 0.39166
C 8.95738 4.08008 -2.44494
Br 7.72221 5.34066 -1.62684
Br 9.68314 4.75933 -4.11716
Br 10.36224 3.53981 -1.21268
H 8.38202 3.18069 -2.68804
C -9.16493 -8.29115 -9.78469
Br -8.41393 -9.43829 -8.40481
Br -7.83167 -7.08557 -10.52861
Br -10.06465 -9.31875 -11.16980
H -9.92608 -7.66827 -9.30334
C -2.64827 6.29991 2.91576
Br -3.31680 5.73165 4.65188
Br -1.59561 7.93084 3.04381
Br -1.67334 4.87809 2.01469
H -3.52155 6.53080 2.29681
C -5.56203 1.66100 -2.70438
Br -3.91052 1.36007 -3.68721
Br -5.70835 0.48902 -1.15858
Br -5.78458 3.53134 -2.21825
H -6.38631 1.40557 -3.37842
C -3.95706 1.94794 6.62205
Br -4.62487 1.11569 4.99559
Br -4.61342 1.04885 8.21743
Br -2.01707 2.09084 6.61818
H -4.35280 2.96868 6.64463
C 9.17821 -1.60568 2.15590
Br 8.85761 -3.06408 0.90919
Br 9.53214 0.07032 1.23384
Br 7.73656 -1.42940 3.44995
H 10.08324 -1.85866 2.71799
C 7.16053 -4.98957 6.01859
Br 8.20533 -3.94325 7.28255
Br 7.76008 -4.72200 4.18737
Br 7.11938 -6.87421 6.49862
H 6.13029 -4.62282 6.07452
C -3.22822 11.82389 3.74496
Br -3.89604 10.99163 2.11850
Br -3.88459 10.92479 5.34034
Br -1.28824 11.96679 3.74109
H -3.62397 12.84462 3.76754
C -5.86626 2.42725 -7.67576
Br -4.87892 3.90479 -6.88454
Br -4.89950 0.74608 -7.52252
Br -7.66883 2.29372 -6.95680
H -5.96361 2.64379 -8.74471
C 11.17910 0.95939 5.32469
Br 9.28207 1.32842 5.10312
Br 11.56507 -0.94362 5.20626
Br 12.26738 1.99680 4.09042
H 11.45086 1.27838 6.33633
C 1.73542 2.15748 8.98353
Br 3.49503 1.55088 9.54903
Br 1.41726 1.79850 7.09823
Br 0.32351 1.43066 10.10702
H 1.71637 3.24504 9.10956
```

Output
**E_tot**: -102080.34765 a.u.


# 3
Computed, not measured: C25H40BrCl3EuN3O3Si as an isolated structure, with ωB97M-V/def2-TZVPD.

XYZ file:
```
77
Properties=species:S:1:pos:R:3
C -2.96310 -1.98288 -2.08764
C -2.19304 -3.10058 -1.44740
H -2.53524 -1.73193 -3.06853
H -2.93389 -1.05694 -1.50983
H -4.01632 -2.26657 -2.23598
C -2.00573 -4.30834 -2.05518
C -2.40260 -4.64241 -3.45391
H -1.52463 -5.11444 -1.54153
H -2.08189 -3.87989 -4.17372
H -3.47167 -4.84873 -3.56448
H -1.87966 -5.58055 -3.68828
Eu -1.38883 0.56827 0.63059
Cl -3.64518 1.94576 1.64966
Cl -1.74807 -0.91608 2.92054
C 0.12952 1.30800 3.21243
O 0.28078 1.54431 1.96644
N 1.13044 1.18176 4.05346
C 2.53641 1.38470 3.68278
C 0.87129 0.55012 5.34048
H -0.87448 1.15506 3.65152
H 2.73217 2.34525 3.19960
H 2.96638 0.59202 3.04587
H 3.05321 1.36248 4.64880
H -0.00395 1.04356 5.78552
H 1.78667 0.71870 5.92847
H 0.62893 -0.51659 5.18183
H -1.66293 4.44126 -3.98837
H -0.95168 0.55467 -3.71508
C -0.71112 3.89531 -4.07572
C -0.37491 1.41239 -4.06780
N -0.80634 2.62642 -3.37667
H 0.06909 4.52949 -3.62406
C -1.18988 2.61376 -2.10152
O -1.25152 1.53660 -1.43630
H 0.69623 1.18842 -3.90690
H -1.40074 3.59833 -1.66009
H -0.47913 3.68655 -5.12177
H -0.51232 1.55935 -5.14343
O -1.21022 -1.45835 -0.12095
C -1.54143 -2.76466 -0.09823
C 0.41830 -4.45658 -0.30515
C -0.51061 -3.78102 0.49942
H 0.45416 -4.23606 -1.36686
C 1.26518 -5.42902 0.27731
H -2.34896 -2.76524 0.65134
C -0.66934 -4.14048 1.82694
H 2.00450 -5.90564 -0.36932
C 1.11227 -5.75615 1.62206
C 0.10668 -5.16217 2.37974
H -1.38972 -3.56262 2.41874
H 1.72795 -6.57831 2.03564
H -0.05363 -5.46405 3.40616
Si 2.09219 -1.43504 -0.96577
Cl 1.17976 -2.03507 -2.81880
C 3.53069 -2.52479 -0.99666
C 1.68371 -1.66494 1.00124
C 1.76578 0.45121 -1.12329
H 3.33734 -3.44399 -0.41677
H 4.27896 -1.92611 -0.47840
H 3.82313 -2.77497 -2.02625
H 2.65482 0.75933 -1.71483
H 1.77813 0.98483 -0.15801
H 0.83646 0.75076 -1.66997
H 1.77802 -2.72492 1.28115
H 0.71774 -1.27498 1.42961
H 2.53270 -1.10945 1.46440
Br -0.49663 8.84858 -1.14409
C -0.39055 7.39810 0.07534
C 0.15596 7.55352 1.35528
C 0.17548 6.45231 2.21534
C -0.35610 5.23031 1.75623
N -0.83244 5.08592 0.52513
C -0.88614 6.12462 -0.30576
H 0.54002 8.52312 1.65850
H 0.56867 6.50056 3.22801
H -0.39687 4.35598 2.41386
H -1.30819 5.95886 -1.29613
```

Output
**ΔE to the lowest compared entry with this formula, charge and spin**: 154.96 kJ/mol
**⟨S²⟩**: 12.018
**Spin multiplicity**: 7


Repeat the third record exactly.
Computed, not measured: C25H40BrCl3EuN3O3Si as an isolated structure, with ωB97M-V/def2-TZVPD.

XYZ file:
```
77
Properties=species:S:1:pos:R:3
C -2.96310 -1.98288 -2.08764
C -2.19304 -3.10058 -1.44740
H -2.53524 -1.73193 -3.06853
H -2.93389 -1.05694 -1.50983
H -4.01632 -2.26657 -2.23598
C -2.00573 -4.30834 -2.05518
C -2.40260 -4.64241 -3.45391
H -1.52463 -5.11444 -1.54153
H -2.08189 -3.87989 -4.17372
H -3.47167 -4.84873 -3.56448
H -1.87966 -5.58055 -3.68828
Eu -1.38883 0.56827 0.63059
Cl -3.64518 1.94576 1.64966
Cl -1.74807 -0.91608 2.92054
C 0.12952 1.30800 3.21243
O 0.28078 1.54431 1.96644
N 1.13044 1.18176 4.05346
C 2.53641 1.38470 3.68278
C 0.87129 0.55012 5.34048
H -0.87448 1.15506 3.65152
H 2.73217 2.34525 3.19960
H 2.96638 0.59202 3.04587
H 3.05321 1.36248 4.64880
H -0.00395 1.04356 5.78552
H 1.78667 0.71870 5.92847
H 0.62893 -0.51659 5.18183
H -1.66293 4.44126 -3.98837
H -0.95168 0.55467 -3.71508
C -0.71112 3.89531 -4.07572
C -0.37491 1.41239 -4.06780
N -0.80634 2.62642 -3.37667
H 0.06909 4.52949 -3.62406
C -1.18988 2.61376 -2.10152
O -1.25152 1.53660 -1.43630
H 0.69623 1.18842 -3.90690
H -1.40074 3.59833 -1.66009
H -0.47913 3.68655 -5.12177
H -0.51232 1.55935 -5.14343
O -1.21022 -1.45835 -0.12095
C -1.54143 -2.76466 -0.09823
C 0.41830 -4.45658 -0.30515
C -0.51061 -3.78102 0.49942
H 0.45416 -4.23606 -1.36686
C 1.26518 -5.42902 0.27731
H -2.34896 -2.76524 0.65134
C -0.66934 -4.14048 1.82694
H 2.00450 -5.90564 -0.36932
C 1.11227 -5.75615 1.62206
C 0.10668 -5.16217 2.37974
H -1.38972 -3.56262 2.41874
H 1.72795 -6.57831 2.03564
H -0.05363 -5.46405 3.40616
Si 2.09219 -1.43504 -0.96577
Cl 1.17976 -2.03507 -2.81880
C 3.53069 -2.52479 -0.99666
C 1.68371 -1.66494 1.00124
C 1.76578 0.45121 -1.12329
H 3.33734 -3.44399 -0.41677
H 4.27896 -1.92611 -0.47840
H 3.82313 -2.77497 -2.02625
H 2.65482 0.75933 -1.71483
H 1.77813 0.98483 -0.15801
H 0.83646 0.75076 -1.66997
H 1.77802 -2.72492 1.28115
H 0.71774 -1.27498 1.42961
H 2.53270 -1.10945 1.46440
Br -0.49663 8.84858 -1.14409
C -0.39055 7.39810 0.07534
C 0.15596 7.55352 1.35528
C 0.17548 6.45231 2.21534
C -0.35610 5.23031 1.75623
N -0.83244 5.08592 0.52513
C -0.88614 6.12462 -0.30576
H 0.54002 8.52312 1.65850
H 0.56867 6.50056 3.22801
H -0.39687 4.35598 2.41386
H -1.30819 5.95886 -1.29613
```

Output
**ΔE to the lowest compared entry with this formula, charge and spin**: 154.96 kJ/mol
**⟨S²⟩**: 12.018
**Spin multiplicity**: 7